--- a ---
Density functional theory data (wB97M-V/def2-TZVPD) for a cluster of 2 separate species, C10H17NO4 in total.

Structure (ORCA input):
```
! wB97M-V def2-TZVPD RIJCOSX def2/J DEFGRID3
* xyz 0 1
H -1.802 1.581 0.676
H 0.157 0.188 -2.661
C -1.181 0.132 -0.952
H 2.141 1.766 0.541
H -2.864 -0.784 0.075
O 2.270 -3.520 -0.549
H -2.319 -1.670 -1.347
H 0.125 2.687 2.287
C -0.896 1.164 0.212
H 0.458 -1.356 0.746
C 0.235 1.628 2.513
H 1.159 1.500 3.074
C -1.982 -1.090 -0.487
O -1.965 0.824 -1.934
H -0.551 -1.028 2.161
H -0.584 1.341 3.170
C 1.245 1.269 0.134
H 1.193 -0.893 2.268
H 0.086 3.196 0.238
C 0.239 0.761 1.241
O 0.219 -1.588 -1.923
C 1.506 0.192 -0.959
C 0.191 -0.296 -1.672
C 0.340 -0.719 1.617
H -1.383 -1.766 0.116
H 1.985 -0.684 -0.514
H 2.221 0.567 -1.697
H -2.216 0.192 -2.640
H 0.063 2.401 -1.395
N 1.238 -3.642 -1.173
O 0.562 -4.596 -0.856
C 0.110 2.243 -0.309
*
```

As for the molar mass: 215.2 g/mol. For the gap between HOMO and LUMO (alpha / beta), the calculation gives 0.25860 / 0.27745 hartree.

--- b ---
Density functional theory data (wB97M-V/def2-TZVPD) for a cluster of 2 separate species, C10H17NO4 in total.

Structure (ORCA input):
```
! wB97M-V def2-TZVPD RIJCOSX def2/J DEFGRID3
* xyz 0 1
H 1.508 0.464 -1.276
C 1.264 2.760 -2.492
O 1.658 -0.328 2.541
C -0.588 -0.015 -0.998
C -0.177 -1.400 1.109
C -0.376 -1.431 -0.523
H -2.156 -1.530 1.831
H 1.635 -1.202 2.975
O -0.792 -5.056 -0.263
H -0.929 3.992 -1.324
H 1.810 3.670 -2.218
H -1.304 2.592 -0.126
H -1.265 -2.059 -0.691
H -1.451 0.443 -0.501
C -1.345 -0.797 1.892
H -0.802 -0.051 -2.076
O -2.201 -4.622 1.412
N -1.389 -4.314 0.527
C 0.624 0.908 -0.786
H -1.606 0.179 1.472
C -0.681 3.008 -0.921
C 0.922 0.977 0.716
H 1.928 -0.898 0.560
H 1.845 1.571 0.817
H 1.990 1.986 -2.745
H 0.694 3.017 -3.391
H 0.541 -1.895 -0.952
O 0.015 -2.636 1.391
H 0.137 1.536 1.245
C 0.367 2.299 -1.389
C 1.165 -0.438 1.234
H -1.042 -0.729 2.948
*
```

As for the molar mass: 215.2 g/mol. For the gap between HOMO and LUMO (alpha / beta), the calculation gives 0.27355 / 0.27938 hartree.

Stability ranking, top and bottom: b is the most stable and a is the least stable.

--- a ---
Density functional theory data (wB97M-V/def2-TZVPD) for a structure of composition C31H50HgN2O8SSb.

Structure (ORCA input):
```
! wB97M-V def2-TZVPD RIJCOSX def2/J DEFGRID3
* xyz -2 2
C -2.890 -2.824 -1.910
C 4.223 -1.728 0.847
H -3.130 -0.669 -1.976
C -3.605 -0.807 2.891
H -3.924 -0.428 3.867
O -5.140 4.119 0.627
N -4.164 3.378 0.500
O 0.982 2.003 0.160
H 0.078 3.430 -1.786
N -1.467 7.354 0.094
H -3.436 -1.176 0.487
C -1.526 2.103 -2.343
O 0.595 0.166 -2.399
H 5.187 -1.305 1.142
C 0.307 1.012 -5.243
H -1.524 1.583 -1.385
C -2.843 3.969 0.564
H 0.234 -6.158 3.000
H 1.460 -3.646 0.532
H 3.701 2.120 -0.538
C -2.687 -1.951 0.535
C -2.353 -1.678 3.082
H -0.892 -4.470 -0.553
H -1.137 -3.759 -2.812
O -4.268 2.191 0.252
C 0.014 -4.196 2.066
H 0.604 5.682 0.493
C -3.773 -4.056 -2.151
C 0.749 -3.487 3.204
H 4.295 0.751 -1.520
H -4.611 -4.064 -1.451
O 1.894 3.678 1.331
H -4.598 -1.529 -1.514
C -1.923 -2.274 1.727
H -1.055 -1.994 -2.728
C -1.539 5.948 0.339
H -3.200 -4.974 -1.998
H -1.722 -0.436 4.739
H -3.672 5.889 0.154
H -0.361 -1.188 3.909
C -3.721 -1.566 -2.164
C -2.771 5.325 0.338
C -1.337 -0.741 3.759
C -1.385 -3.698 0.023
H 1.966 -5.007 1.554
H -1.065 -6.057 1.792
H -1.294 -5.344 3.388
H -1.941 -3.482 4.272
C -0.562 -5.519 2.597
H 2.366 0.929 -4.567
H 4.352 -2.307 -0.070
C -0.180 2.752 -2.599
O -0.363 7.891 0.062
H 1.743 2.578 -4.702
H 0.106 -3.251 4.046
H -0.158 3.305 -3.540
H 0.761 -5.250 0.290
S 1.179 1.524 -2.636
H -3.558 -3.410 3.583
C -2.361 -2.836 -0.491
C 3.139 0.720 2.466
Sb 2.734 -0.135 0.543
H -4.171 -4.063 -3.173
C -1.680 3.155 0.911
H -2.298 2.874 -2.300
C -1.087 -3.387 1.363
H 1.549 -4.137 3.573
H 1.207 -2.563 2.845
H 4.220 0.774 2.611
H -1.787 1.381 -3.117
C 1.114 -4.546 1.044
C -2.765 -2.811 4.038
H 5.074 1.130 0.041
O -2.509 7.985 -0.084
H -3.142 -2.395 4.978
O -1.774 2.008 1.367
C 0.937 3.111 0.783
H -2.095 -2.780 -3.936
H -4.067 -1.543 -3.203
H -1.208 0.165 3.164
H -3.399 0.052 2.252
C 4.130 1.120 -0.507
C 1.478 1.551 -4.439
H 0.600 0.813 -6.275
Hg -0.499 -0.421 0.443
H -4.430 -1.379 2.461
H -0.525 1.717 -5.257
H 2.696 0.105 3.250
H 2.714 1.724 2.489
C -0.400 3.852 0.752
H -0.044 0.083 -4.791
C -0.359 5.194 0.533
H 3.877 -2.405 1.630
C -1.722 -2.841 -2.907
*
```

Its expectation value of S² is 0.759. As for the molar mass: 933.2 g/mol. For the gap between HOMO and LUMO (alpha / beta), the calculation gives 0.18949 / 0.22489 hartree.

--- b ---
Density functional theory data (wB97M-V/def2-TZVPD) for a structure of composition C31H50HgN2O8SSb.

Structure (ORCA input):
```
! wB97M-V def2-TZVPD RIJCOSX def2/J DEFGRID3
* xyz -2 2
H -0.041 -1.438 5.052
C 3.318 1.907 -0.258
H -1.452 2.034 -3.658
C 2.468 2.103 -1.518
Hg 0.812 -0.890 0.484
H -4.249 -1.961 2.663
Sb -1.233 1.662 -0.990
C 4.206 3.144 -0.064
H -1.486 4.645 2.982
C 1.358 -0.059 4.116
H 4.829 3.035 0.828
C -0.735 4.054 2.447
C -1.197 2.358 4.130
O -2.400 -2.045 -2.719
H 0.823 1.361 5.712
C 1.532 2.654 1.457
C -3.180 -1.729 2.683
C -0.429 -3.833 -3.440
C -3.327 1.224 -1.263
H -0.059 -1.471 3.282
H 3.137 -0.155 1.874
H -4.127 -3.312 0.628
H 0.043 4.644 4.950
C -0.793 1.387 -3.076
O -3.060 -4.333 2.988
C 0.018 -0.815 4.153
H -2.125 3.971 -2.172
H -3.263 0.383 2.302
C -1.587 3.804 -1.237
C 0.927 2.174 2.669
H 1.305 3.594 0.973
C 1.262 -2.305 -2.520
H 1.649 -0.093 6.266
C 0.567 -4.659 -3.985
H 2.553 1.186 5.429
O 1.609 -1.222 -2.019
H -1.478 -4.613 -0.264
C -2.568 -4.596 -0.197
H -1.745 1.744 3.413
H -3.411 0.174 -1.545
H -0.971 0.348 -3.347
C 0.720 3.945 4.444
H -2.880 -1.603 3.725
H -1.472 -4.071 -3.598
H -2.181 4.193 -0.408
C 2.437 -1.151 4.024
O 4.427 -3.352 -3.739
H -3.184 -0.586 0.828
C 2.232 -3.252 -3.052
C -2.821 -0.509 1.851
H 4.860 3.288 -0.931
O 1.112 -6.526 -5.201
C 1.603 0.647 5.460
N 3.654 -3.027 -2.840
C 4.208 0.681 -0.465
H -1.890 3.093 4.552
C -0.125 -2.716 -2.712
H 4.848 0.506 0.404
C -3.039 -3.342 0.519
H -2.953 -4.590 -1.217
H -2.691 -2.453 -0.012
S -2.370 -3.270 2.185
H 1.212 3.333 5.200
H 2.334 -1.736 3.109
H -1.232 3.501 1.649
H 3.441 -0.723 4.056
H 2.679 -4.991 -4.197
H 3.111 2.295 -2.385
O -1.130 -1.279 -1.065
H -3.883 1.411 -0.342
H 0.246 1.636 -3.283
C -1.311 -1.946 -2.134
H -0.643 4.352 -1.264
H 1.494 4.522 3.932
N 0.214 -5.824 -4.739
H 1.789 2.953 -1.397
H 2.328 -1.833 4.871
H -0.034 4.751 1.990
H -3.728 1.853 -2.060
H 1.884 1.207 -1.730
C -0.048 3.086 3.426
H 3.599 4.044 0.062
C 2.430 1.736 0.960
C 1.905 -4.360 -3.789
H -0.867 1.719 4.945
O -0.972 -6.081 -4.907
H -0.842 -0.150 4.139
C 1.475 0.913 2.935
C 2.386 0.617 1.840
O 4.024 -2.562 -1.781
H 4.852 0.825 -1.337
H -1.742 -0.357 1.801
H 3.611 -0.213 -0.654
H -2.900 -5.499 0.316
*
```

Its expectation value of S² is 0.759. As for the molar mass: 933.2 g/mol. For the gap between HOMO and LUMO (alpha / beta), the calculation gives 0.20192 / 0.23667 hartree.

Stability ranking, top and bottom: b is the most stable and a is the least stable.

--- a ---
Density functional theory data (wB97M-V/def2-TZVPD) for the molecule C5H4.

Structure (ORCA input):
```
! wB97M-V def2-TZVPD RIJCOSX def2/J DEFGRID3
* xyz 0 1
H -2.208 -0.113 -1.986
C 0.989 -0.619 0.965
H 2.423 -1.700 2.316
C 0.198 0.094 -0.007
C -1.746 0.842 -1.538
C 1.759 -1.089 1.796
H -1.606 1.622 -2.301
C -0.540 0.621 -0.744
H -2.566 1.097 -0.855
*
```

Its SMILES is C#CC#CC. As for the molar mass: 64.1 g/mol. For the gap between HOMO and LUMO, the calculation gives 0.38019 hartree.

--- b ---
Density functional theory data (wB97M-V/def2-TZVPD) for the molecule C5H4.

Structure (ORCA input):
```
! wB97M-V def2-TZVPD RIJCOSX def2/J DEFGRID3
* xyz 0 1
H 0.212 1.863 -1.479
H 1.714 0.878 -1.501
H 0.208 0.231 -2.161
C 0.630 0.859 -1.361
C -0.278 -0.423 0.813
H -0.038 -0.155 1.923
C -0.995 -1.332 1.592
C 0.205 0.209 -0.139
C -1.658 -2.130 2.311
*
```

As for the molar mass: 64.1 g/mol. For the gap between HOMO and LUMO (alpha / beta), the calculation gives 0.27868 / 0.27669 hartree.

--- c ---
Density functional theory data (wB97M-V/def2-TZVPD) for the molecule C5H4.

Structure (ORCA input):
```
! wB97M-V def2-TZVPD RIJCOSX def2/J DEFGRID3
* xyz 0 1
C 1.209 -0.105 -0.206
C -1.242 0.075 0.000
H -0.050 1.499 -1.039
H 2.883 -1.448 0.169
C 0.049 0.761 -0.239
H -3.261 -0.935 0.334
C -2.308 -0.473 0.148
C 2.146 -0.699 0.273
H 0.574 1.324 0.560
*
```

Its SMILES is C#CCC#C. As for the molar mass: 64.1 g/mol. For the gap between HOMO and LUMO, the calculation gives 0.39313 hartree.

Stability ranking, top and bottom: a is the most stable and b is the least stable.

--- a ---
Density functional theory data (wB97M-V/def2-TZVPD) for a cluster of 2 separate species, C4H10NOS in total.

Structure (ORCA input):
```
! wB97M-V def2-TZVPD RIJCOSX def2/J DEFGRID3
* xyz -1 1
S 2.277 -0.971 1.047
H -1.561 -1.736 -0.061
C -0.021 -0.039 0.380
H -2.179 -0.016 -0.017
C -0.303 0.184 1.786
H -0.870 -0.741 2.253
H 0.657 0.405 2.439
H 1.340 -0.960 -2.947
H 0.761 1.068 -1.443
H -1.083 -0.697 -1.440
C 0.517 1.212 -0.282
H 1.496 1.566 0.055
H -1.118 0.886 1.919
O 0.822 -0.223 -3.237
C -1.312 -0.623 -0.336
N 1.047 -1.091 0.178
H -0.469 1.774 -0.292
*
```

As for the molar mass: 120.2 g/mol. For the gap between HOMO and LUMO (alpha / beta), the calculation gives 0.18024 / 0.18019 hartree.

--- b ---
Density functional theory data (wB97M-V/def2-TZVPD) for the ion C4H10NOS with charge -1.

Structure (ORCA input):
```
! wB97M-V def2-TZVPD RIJCOSX def2/J DEFGRID3
* xyz -1 1
O -1.042 2.170 -0.422
C 0.779 -0.009 0.020
H -1.039 -1.797 -1.678
H 1.892 -0.926 1.606
S -1.102 -2.142 -0.384
H -0.678 -0.715 1.468
C -0.594 -0.570 0.391
N 0.937 1.323 0.629
H -1.366 0.144 0.098
H 0.501 3.311 0.166
H 1.942 -1.905 0.147
H 2.849 -0.374 0.335
H 0.295 1.368 1.423
H 0.772 0.133 -1.059
H 0.859 2.267 -1.214
C 1.910 -0.906 0.507
C 0.263 2.331 -0.289
*
```

Its SMILES is C[C@@H](CS)NC[O-]. As for the molar mass: 120.2 g/mol. For the gap between HOMO and LUMO, the calculation gives 0.22262 hartree.

--- c ---
Density functional theory data (wB97M-V/def2-TZVPD) for a cluster of 2 separate species, C4H10NOS in total.

Structure (ORCA input):
```
! wB97M-V def2-TZVPD RIJCOSX def2/J DEFGRID3
* xyz -1 1
C -0.529 -0.601 -3.271
H -0.283 -1.282 2.010
C 0.505 0.594 2.818
H -0.527 0.891 3.076
H -1.135 0.586 -1.700
H -1.059 1.360 -3.302
N -1.173 0.493 -2.775
H 0.986 1.503 2.435
H 1.299 0.149 -0.142
H -0.445 -0.550 -4.380
C 0.346 -0.166 0.309
S -0.982 1.058 0.153
O -0.062 -1.578 -2.665
H 0.063 -1.097 -0.188
C 0.532 -0.561 1.820
H 1.487 -1.102 2.025
H 0.976 0.302 3.780
*
```

As for the molar mass: 120.2 g/mol. For the gap between HOMO and LUMO, the calculation gives 0.24732 hartree.

Stability ranking, top and bottom: c is the most stable and a is the least stable.

--- a ---
Density functional theory data (wB97M-V/def2-TZVPD) for the ion C4H9N with charge -1.

Structure (ORCA input):
```
! wB97M-V def2-TZVPD RIJCOSX def2/J DEFGRID3
* xyz -1 2
C 2.022 -1.150 0.116
H -0.126 0.279 -1.568
H -2.893 1.639 0.806
N 0.630 -1.050 -0.205
C -2.064 1.505 0.130
H 2.397 -2.161 -0.124
H 2.320 -1.095 1.173
H 0.809 1.051 -0.382
C -1.087 0.629 0.414
H -0.019 -1.768 -0.012
H -2.034 2.105 -0.772
H -1.258 -0.051 1.239
C 0.056 0.270 -0.475
H 2.567 -0.402 -0.458
*
```

Its expectation value of S² is 0.752. As for the molar mass: 71.1 g/mol. For the gap between HOMO and LUMO (alpha / beta), the calculation gives 0.09433 / 0.27075 hartree.

--- b ---
Density functional theory data (wB97M-V/def2-TZVPD) for the ion C4H9N with charge -1.

Structure (ORCA input):
```
! wB97M-V def2-TZVPD RIJCOSX def2/J DEFGRID3
* xyz -1 2
H 1.388 -1.972 1.863
C -1.069 0.675 -0.873
H 0.836 0.587 -0.543
C 1.362 -1.217 1.037
H -0.224 2.583 -1.107
C -0.998 1.903 -1.367
H 1.850 -0.303 1.412
H 1.979 -1.506 0.192
H -0.547 -1.831 0.193
H -0.658 -0.509 1.359
C -0.023 -0.956 0.561
H -1.981 0.192 -0.542
H -1.941 2.361 -1.643
N 0.027 -0.008 -0.544
*
```

Its expectation value of S² is 0.750. As for the molar mass: 71.1 g/mol. For the gap between HOMO and LUMO (alpha / beta), the calculation gives 0.10193 / 0.31378 hartree.

Stability ranking, top and bottom: b is the most stable and a is the least stable.

--- a ---
Density functional theory data (wB97M-V/def2-TZVPD) for a cluster of 2 separate species, C2H2NOP in total.

Structure (ORCA input):
```
! wB97M-V def2-TZVPD RIJCOSX def2/J DEFGRID3
* xyz 0 1
H -0.343 2.984 -0.053
O -1.471 0.017 0.311
H -0.109 -2.540 -0.777
P 0.537 1.959 0.307
C 0.639 -1.965 -0.299
C -0.686 0.874 0.297
N 1.432 -1.329 0.214
*
```

Its SMILES is O=C=P.C#N. As for the molar mass: 87.0 g/mol. For the gap between HOMO and LUMO, the calculation gives 0.34463 hartree.

--- b ---
Density functional theory data (wB97M-V/def2-TZVPD) for the molecule C2H2NOP.

Structure (ORCA input):
```
! wB97M-V def2-TZVPD RIJCOSX def2/J DEFGRID3
* xyz 0 1
C -1.106 0.283 0.930
N -0.489 -0.745 0.487
H 1.584 -0.402 1.032
H -0.846 -1.434 -0.185
P 1.556 -2.051 -0.877
O 0.284 -2.307 -1.600
C 0.912 -0.905 0.345
*
```

As for the molar mass: 87.0 g/mol. For the gap between HOMO and LUMO (alpha / beta), the calculation gives 0.23686 / 0.23681 hartree.

Stability ranking, top and bottom: a is the most stable and b is the least stable.

--- a ---
Density functional theory data (wB97M-V/def2-TZVPD) for the ion S2 with charge +1.

Structure (ORCA input):
```
! wB97M-V def2-TZVPD RIJCOSX def2/J DEFGRID3
* xyz 1 2
S 0.155 -1.034 0.452
S -0.155 1.034 -0.452
*
```

Its expectation value of S² is 0.755. As for the molar mass: 64.1 g/mol. For the gap between HOMO and LUMO (alpha / beta), the calculation gives 0.23327 / 0.25672 hartree.

--- b ---
Density functional theory data (wB97M-V/def2-TZVPD) for the ion S2 with charge +1.

Structure (ORCA input):
```
! wB97M-V def2-TZVPD RIJCOSX def2/J DEFGRID3
* xyz 1 2
S 0.000 0.000 0.920
S 0.000 0.000 -0.920
*
```

Its expectation value of S² is 0.754. As for the molar mass: 64.1 g/mol. For the gap between HOMO and LUMO (alpha / beta), the calculation gives 0.24034 / 0.36281 hartree.

Stability ranking, top and bottom: b is the most stable and a is the least stable.

--- a ---
Density functional theory data (wB97M-V/def2-TZVPD) for a cluster of 2 separate species, CHCl2FS in total.

Structure (ORCA input):
```
! wB97M-V def2-TZVPD RIJCOSX def2/J DEFGRID3
* xyz 0 1
Cl -0.123 -1.678 -0.335
C 0.003 -0.595 0.991
Cl 1.285 0.446 0.919
H -0.196 1.572 -1.713
F -0.064 0.797 -2.227
S -0.905 -0.543 2.365
*
```

Its SMILES is S=C(Cl)Cl.F. As for the molar mass: 135.0 g/mol. For the gap between HOMO and LUMO, the calculation gives 0.31010 hartree.

--- b ---
Density functional theory data (wB97M-V/def2-TZVPD) for the molecule CHCl2FS.

Structure (ORCA input):
```
! wB97M-V def2-TZVPD RIJCOSX def2/J DEFGRID3
* xyz 0 1
Cl 3.477 1.027 -0.068
S 0.416 0.800 -0.551
C 1.958 0.024 0.192
Cl 2.063 -1.656 -0.443
F 1.671 -0.159 1.494
H -0.477 -0.257 -0.153
*
```

Its SMILES is FC(S)(Cl)Cl. As for the molar mass: 135.0 g/mol. For the gap between HOMO and LUMO, the calculation gives 0.37676 hartree.

Stability ranking, top and bottom: b is the most stable and a is the least stable.